No. 1
Computed, not measured: C3H6ClNO5 in the gas phase, with ωB97M-V/def2-TZVPD.

Calculated values
**E_tot**: -1008.87334 Eh
**Structure (SMILES)**: O=[N+]([O-])[C@@](O)(Cl)[C@H](O)CO
**Energy relative to the best compared isomer or geometry (same formula, charge and spin)**: 171.6 kJ/mol
**LUMO level**: -1.1 eV

```
16
Properties=species:S:1:pos:R:3:forces:R:3
O 0.099 0.464 2.293 -0.2 -0.4 -1.6
N -0.899 0.295 1.602 -1.6 1.1 2.2
O -2.016 0.151 2.093 1.1 -0.3 -0.5
C -0.940 0.460 0.106 -2.1 -4.2 -1.7
O -1.721 -0.988 -0.378 -0.1 3.1 2.4
Cl -1.947 1.798 -0.360 0.1 -0.1 0.6
C 0.361 0.455 -0.672 0.7 -0.6 -0.5
O -0.015 0.612 -2.024 0.6 0.9 -0.2
C 1.404 -0.721 -0.362 1.1 0.6 -1.7
O 2.430 -0.205 0.451 -0.1 0.7 3.2
H -2.595 -1.070 0.183 2.6 0.7 -1.4
H 0.868 1.426 -0.432 -0.2 -0.9 0.0
H -0.243 -0.136 -2.576 0.0 -0.8 0.8
H 0.980 -1.699 0.004 0.1 1.1 -0.4
H 2.066 -0.896 -1.354 -2.2 0.2 1.9
H 2.170 0.053 1.426 0.1 -1.0 -3.0
```
Forces are in eV/Å.

Results of the Löwdin charge analysis, in e, for atoms 1 through 8: O 0.101; N -0.345; O 0.060; C -0.609; O -0.122; Cl 0.824; C -0.358; O -0.059

***

No. 2
Computed, not measured: C45H33AsGeNO2ReS as an isolated structure, with ωB97M-V/def2-TZVPD.

Calculated values
**Charge**: +2
**E_tot**: -6728.43154 Eh
**LUMO level**: -8.2 eV

```
85
Properties=species:S:1:pos:R:3:forces:R:3
Re 0.353 -0.042 1.459 -0.1 0.7 1.5
S 2.526 -0.175 1.845 0.6 0.1 -0.2
C 3.345 1.386 1.846 -0.2 0.2 0.2
C 4.667 1.399 2.283 0.0 0.1 0.0
C 5.350 2.605 2.331 0.0 0.0 0.0
C 4.729 3.781 1.933 0.0 0.0 0.0
C 3.422 3.767 1.462 -0.1 -0.1 -0.1
C 2.736 2.564 1.394 -0.1 -0.1 0.2
As 0.940 2.426 0.706 0.4 -0.4 -1.0
C -0.034 3.871 1.495 -0.1 -0.2 0.1
C -0.440 3.750 2.824 0.0 0.0 -0.1
C -1.037 4.832 3.450 0.0 -0.1 0.0
C -1.223 6.017 2.750 0.0 0.0 0.1
C -0.819 6.129 1.429 0.0 0.0 -0.1
C -0.222 5.053 0.787 0.0 -0.1 0.0
C 1.019 2.665 -1.198 0.0 0.1 0.1
C 2.233 2.563 -1.864 0.1 0.1 0.1
C 2.258 2.697 -3.243 0.0 0.0 -0.1
C 1.081 2.909 -3.947 0.0 0.0 0.0
C -0.129 2.997 -3.275 0.0 0.0 0.0
C -0.167 2.878 -1.896 -0.1 0.0 0.1
H 5.147 0.484 2.598 0.0 0.0 0.0
H 6.372 2.628 2.682 0.0 0.0 0.0
H 5.271 4.715 1.972 0.0 0.0 0.0
H 2.956 4.687 1.131 0.0 0.0 0.0
H -0.289 2.826 3.374 0.0 0.0 0.0
H -1.352 4.754 4.480 0.0 0.0 0.0
H -1.689 6.861 3.239 0.0 0.0 0.0
H -0.968 7.056 0.893 0.0 0.0 0.0
H 0.090 5.144 -0.246 0.0 0.0 0.0
H 3.160 2.411 -1.323 0.0 0.0 0.0
H 3.200 2.646 -3.771 0.0 0.0 0.0
H 1.109 3.014 -5.022 0.0 0.0 -0.1
H -1.046 3.165 -3.823 0.0 0.0 0.0
H -1.119 2.949 -1.380 0.1 0.0 0.0
O -2.803 1.102 -0.931 -0.1 0.0 0.0
C -2.815 0.678 0.180 0.3 0.0 0.1
N -1.638 0.378 0.958 -0.5 0.1 0.1
C -2.018 -0.076 2.146 0.2 0.1 0.0
O -1.028 -0.436 2.904 -0.3 0.0 0.1
C -3.458 -0.091 2.325 -0.1 0.0 -0.1
C -4.285 -0.465 3.365 0.0 0.0 0.0
C -5.655 -0.372 3.135 0.0 0.0 0.0
C -6.156 0.074 1.916 0.0 0.0 0.0
C -5.311 0.448 0.868 0.2 0.0 0.1
C -3.957 0.358 1.098 -0.2 0.0 0.0
H -3.896 -0.816 4.311 0.0 0.0 0.0
H -6.346 -0.652 3.917 0.0 0.0 0.0
H -7.227 0.131 1.779 0.0 0.0 0.0
H -5.700 0.790 -0.081 0.0 0.0 0.0
C 0.448 -1.538 0.691 0.3 -0.6 -1.3
Ge 0.450 -2.980 -0.789 -0.2 0.0 -0.1
C 2.053 -2.557 -1.782 0.0 0.0 0.1
C 2.298 -1.255 -2.216 -0.2 0.2 0.0
C 3.449 -0.956 -2.925 0.0 0.0 0.0
C 4.370 -1.954 -3.214 0.0 0.1 0.0
C 4.140 -3.249 -2.784 0.0 0.0 0.0
C 2.993 -3.545 -2.063 0.0 -0.2 0.1
C 0.344 -4.682 0.113 -0.1 0.1 0.0
C -0.056 -4.774 1.445 0.1 0.1 0.0
C -0.231 -6.010 2.045 0.0 0.0 0.0
C -0.009 -7.169 1.316 0.0 0.0 0.1
C 0.381 -7.091 -0.012 0.0 0.0 0.0
C 0.554 -5.855 -0.614 -0.1 0.1 -0.1
C -1.215 -2.402 -1.610 0.1 -0.1 0.0
C -1.246 -1.819 -2.872 0.2 0.1 -0.1
C -2.457 -1.489 -3.463 0.0 0.0 0.0
C -3.646 -1.739 -2.799 0.0 0.0 0.0
C -3.628 -2.318 -1.538 -0.1 0.0 0.0
C -2.419 -2.648 -0.950 0.0 -0.1 0.2
H 1.580 -0.458 -2.025 0.1 -0.1 0.0
H 3.626 0.055 -3.262 0.0 0.1 0.0
H 5.266 -1.720 -3.771 0.0 0.0 0.0
H 4.855 -4.028 -3.003 0.0 0.0 0.0
H 2.851 -4.557 -1.708 0.0 0.0 0.0
H -0.222 -3.877 2.033 0.0 0.0 0.0
H -0.538 -6.070 3.079 0.0 0.0 0.0
H -0.143 -8.134 1.782 0.0 0.0 0.0
H 0.548 -7.994 -0.581 0.0 0.0 0.0
H 0.828 -5.823 -1.662 0.0 0.0 0.0
H -0.324 -1.626 -3.407 0.0 0.0 0.0
H -2.472 -1.045 -4.449 0.0 0.0 0.0
H -4.589 -1.495 -3.269 0.0 0.0 0.0
H -4.558 -2.532 -1.026 0.0 0.0 0.0
H -2.420 -3.125 0.025 0.0 -0.1 0.0
```
Forces are in eV/Å.

Results of the Löwdin charge analysis, in e, for atoms 1 through 8: Re 1.119; S 0.788; C -0.608; C -0.081; C -0.028; C -0.026; C -0.062; C -0.391

***

No. 3
Computed, not measured: an isolated ion of composition C2H4N3O and charge +1, with ωB97M-V/def2-TZVPD.

Calculated values
**Charge**: +1
**E_tot**: -317.66387 Eh
**Structure (SMILES)**: C/N=N/C=[N+]=O
**Energy relative to the best compared isomer or geometry (same formula, charge and spin)**: 467.0 kJ/mol
**LUMO level**: -6.6 eV

```
10
Properties=species:S:1:pos:R:3:forces:R:3
C -0.506 1.020 1.235 -0.1 -1.4 2.3
N 0.088 0.249 0.230 1.0 -2.6 -2.8
N 0.939 0.171 -0.609 -1.1 2.1 1.6
C 0.871 -0.835 -1.503 1.5 -1.6 -2.6
N -0.099 -1.641 -1.165 -1.0 -0.2 0.2
O -0.819 -1.367 -0.217 1.5 1.3 -0.2
H -1.403 1.431 0.837 -0.8 0.5 -0.3
H -0.751 0.198 1.977 0.0 1.4 -0.3
H 0.156 1.758 1.671 0.3 0.1 -0.1
H 1.524 -0.984 -2.456 -1.2 0.4 2.3
```
Forces are in eV/Å.

Results of the Löwdin charge analysis, in e, for atoms 1 through 8: C 0.045; N 0.042; N 0.202; C -0.077; N 0.065; O 0.137; H 0.115; H 0.151

***

No. 4
Computed, not measured: C22H18Cl2N2O2S in the gas phase, with ωB97M-V/def2-TZVPD.

Calculated values
**E_tot**: -2427.78395 Eh
**Structure (SMILES)**: Cc1ccc(NC(=O)CSc2ccccc2NC(=O)c2ccccc2Cl)cc1Cl
**LUMO level**: 0.5 eV

```
47
Properties=species:S:1:pos:R:3:forces:R:3
C -3.424 -3.988 0.069 0.0 0.0 0.0
C -2.918 -2.634 0.454 0.0 -0.1 0.0
C -3.765 -1.538 0.566 0.2 -0.1 0.0
C -3.303 -0.281 0.908 -0.1 0.2 0.0
C -1.948 -0.086 1.153 -0.3 -0.3 -0.1
N -1.382 1.159 1.418 0.3 0.0 0.4
C -1.961 2.372 1.249 0.3 0.2 0.3
O -3.150 2.587 1.161 -0.3 0.0 -0.1
C -0.950 3.505 1.163 0.2 0.1 -0.2
S 0.248 3.286 -0.218 -0.1 0.2 -0.3
C -0.520 1.973 -1.145 0.3 0.4 0.1
C -1.821 2.137 -1.607 0.0 -0.1 -0.2
C -2.453 1.124 -2.299 0.0 0.0 0.0
C -1.776 -0.053 -2.574 0.0 0.0 -0.1
C -0.470 -0.208 -2.155 0.1 0.0 0.0
C 0.167 0.791 -1.425 -0.5 0.1 0.0
N 1.505 0.565 -1.032 0.2 0.1 -0.2
C 2.028 0.642 0.213 0.0 -0.2 -0.2
O 1.421 1.002 1.205 0.1 -0.1 0.3
C 3.475 0.269 0.286 0.1 -0.1 0.1
C 4.345 1.165 0.898 0.0 -0.1 -0.1
C 5.690 0.874 1.019 0.0 0.0 0.0
C 6.180 -0.332 0.545 -0.1 0.0 0.0
C 5.325 -1.248 -0.042 0.0 0.0 0.0
C 3.979 -0.946 -0.173 0.1 0.2 0.1
Cl 2.927 -2.141 -0.870 0.0 -0.2 0.0
C -1.082 -1.175 1.072 -0.1 0.0 0.1
C -1.569 -2.417 0.720 -0.2 0.3 0.0
Cl -0.445 -3.729 0.587 0.2 -0.2 0.0
H -4.495 -3.961 -0.112 -0.1 0.0 0.0
H -2.921 -4.338 -0.832 0.0 -0.1 0.0
H -3.218 -4.708 0.860 0.0 -0.1 0.0
H -4.819 -1.675 0.374 -0.1 0.0 0.0
H -3.983 0.552 0.973 0.0 0.0 0.0
H -0.359 1.143 1.486 -0.3 0.1 -0.1
H -0.339 3.549 2.064 -0.1 0.0 0.1
H -1.474 4.449 1.022 0.0 -0.2 0.1
H -2.337 3.064 -1.412 0.0 0.1 0.0
H -3.470 1.260 -2.634 -0.1 0.0 0.0
H -2.263 -0.848 -3.117 0.0 -0.1 -0.1
H 0.068 -1.119 -2.370 0.1 -0.1 0.0
H 2.069 0.091 -1.725 0.0 0.1 0.2
H 3.942 2.094 1.272 0.0 0.1 0.1
H 6.355 1.583 1.488 0.1 0.1 0.0
H 7.228 -0.569 0.640 0.1 0.0 0.0
H 5.695 -2.197 -0.397 0.0 -0.1 0.0
H -0.031 -1.046 1.277 0.1 0.0 0.0
```
Forces are in eV/Å.

Results of the Löwdin charge analysis, in e, for atoms 1 through 8: C -0.079; C -0.308; C -0.033; C -0.004; C -0.209; N 0.130; C -0.551; O 0.069

***

No. 5
Computed, not measured: C6H9NPdS as an isolated structure, with ωB97M-V/def2-TZVPD.

Calculated values
**Charge**: +2
**E_tot**: -813.94834 Eh
**Energy relative to the best compared isomer or geometry (same formula, charge and spin)**: 0.0 kJ/mol
**LUMO level (spin up / spin down)**: -8.5 / -13.1 eV
**2S+1**: 5

```
18
Properties=species:S:1:pos:R:3:forces:R:3
Pd -0.468 -1.147 -0.679 -1.9 1.3 0.4
C -1.182 -3.523 -2.122 -0.2 -0.2 -0.4
H -2.107 -3.143 -2.565 0.2 0.0 0.1
H -0.422 -3.755 -2.877 -0.1 0.2 0.3
H -1.365 -4.379 -1.465 0.1 0.3 0.0
H -0.730 -2.690 -1.443 -0.2 -1.3 -0.6
H 0.351 -2.365 -0.070 1.0 -1.4 0.7
S 1.486 0.009 -1.278 1.1 0.8 -0.3
C 0.997 1.051 -0.038 -0.4 0.8 0.8
C 1.601 2.251 0.385 0.3 -0.3 -0.4
C 1.032 2.972 1.428 -0.2 -0.1 0.1
C -0.123 2.486 2.047 0.4 0.0 -0.3
C -0.701 1.284 1.593 0.5 -0.8 -1.1
N -0.145 0.611 0.559 -0.8 0.4 0.7
H 2.489 2.557 -0.149 0.1 0.3 0.2
H 1.485 3.905 1.754 -0.1 -0.2 0.0
H -0.596 3.008 2.870 0.1 0.0 0.0
H -1.602 0.869 2.049 0.2 0.1 -0.2
```
Forces are in eV/Å.

Results of the Löwdin charge analysis, in e, for atoms 1 through 8: Pd 0.882; C 0.025; H 0.060; H 0.069; H 0.071; H -0.124; H 0.070; S 1.000

***

No. 6
Computed, not measured: a 2-piece molecular cluster, C7H12ClOP overall, with ωB97M-V/def2-TZVPD.

Calculated values
**E_tot**: -1150.61263 Eh
**Energy relative to the best compared isomer or geometry (same formula, charge and spin)**: 184.4 kJ/mol
**LUMO level (spin up / spin down)**: -1.5 / -0.3 eV

```
22
Properties=species:S:1:pos:R:3:forces:R:3
C -1.668 -1.904 -0.666 -0.5 -0.2 0.0
C -1.136 -0.727 -0.512 1.3 0.2 -0.2
C -3.073 -1.846 -0.087 0.0 0.0 0.0
C -1.915 0.322 0.164 -0.2 0.3 0.2
C -3.321 -0.334 0.127 0.0 -0.1 0.0
C 4.462 1.097 -0.037 0.1 -0.2 0.1
C 2.936 1.100 -0.124 -0.4 -0.5 -0.2
O 3.040 -1.223 -1.674 0.1 -0.2 -0.9
P 2.287 -0.617 -0.573 -0.1 0.9 0.6
Cl 2.679 -1.670 1.129 -0.1 -0.1 0.4
H -1.248 -2.795 -1.088 0.2 -0.2 -0.1
H -3.810 -2.303 -0.745 -0.1 0.0 0.0
H -3.075 -2.387 0.863 -0.1 -0.1 0.0
H -1.555 0.461 1.186 0.0 0.1 0.0
H -1.891 1.284 -0.346 0.0 0.0 0.1
H -3.877 0.066 -0.720 0.0 0.0 0.0
H -3.886 -0.135 1.035 -0.1 0.0 0.0
H 4.890 1.802 -0.743 0.0 0.0 0.0
H 4.792 1.364 0.965 0.0 0.0 0.0
H 4.863 0.112 -0.271 0.1 0.0 0.0
H 2.572 1.769 -0.904 -0.1 -0.1 0.0
H 2.466 1.375 0.817 -0.1 0.0 0.0
```
Forces are in eV/Å.

Results of the Löwdin charge analysis, in e, for atoms 1 through 8: C -0.119; C -0.029; C -0.188; C -0.205; C -0.179; C -0.160; C -0.392; O -0.437

***

Number 1: largest force on an atom 5.0 eV/Å. Number 2: largest force on an atom 1.7 eV/Å. Number 3: largest force on an atom 3.9 eV/Å. Number 4: largest force on an atom 0.6 eV/Å. Number 5: largest force on an atom 2.3 eV/Å. Number 6: largest force on an atom 1.3 eV/Å.